[1]
Molecular formula: C3H5P
Method: DFT, ωB97M-V with the def2-TZVPD basis set

ORCA input file:
```
! RIJCOSX wB97M-V def2-TZVPD def2/J DEFGRID3
* xyz 0 1
P 2.381 -0.145 0.047
C -0.406 -0.585 0.016
H -2.490 -1.064 -0.095
H -2.067 0.666 0.087
C -1.732 -0.296 0.063
H 0.424 1.505 0.021
H -0.111 -1.622 0.032
C 0.806 0.437 0.098
H 3.197 1.103 -0.270
*
```

Results
- DFT total energy (eV) = -12478.318
- HOMO level (eV) = -8.9665
- SMILES = [H]/P=C/C=C
- ΔE to the lowest compared entry with this formula, charge and spin (eV) = 0.320
- Kohn-Sham gap (eV) = 8.7

Löwdin population analysis, charges in e, atoms 1 to 4:
1 P 0.7532
2 C -0.2596
3 H 0.0586
4 H 0.0122


[2]
Molecular formula: C7H7NS
Method: DFT, ωB97M-V with the def2-TZVPD basis set

ORCA input file:
```
! RIJCOSX wB97M-V def2-TZVPD def2/J DEFGRID3
* xyz 0 1
S -1.518 -0.352 -1.424
C -1.194 0.647 -0.076
H 2.827 -0.576 -0.264
H 2.123 -1.829 0.818
H -1.758 2.148 1.227
H -2.536 2.353 -0.501
C 0.791 -0.878 -0.426
C 2.177 -1.407 -0.295
C -2.169 1.620 0.327
H -0.033 -2.142 -2.035
N 1.485 1.466 2.271
C 0.734 0.990 1.551
H -3.116 1.111 0.718
H 2.289 -2.264 -1.079
C -0.115 -1.284 -1.299
C 0.014 0.396 0.486
*
```

Results
- DFT total energy (eV) = -19695.801
- HOMO level (eV) = -8.8953
- SMILES = Cc1csc(C)c1C#N
- ΔE to the lowest compared entry with this formula, charge and spin (eV) = 0.694
- Kohn-Sham gap (eV) = 9.5

Löwdin population analysis, charges in e, atoms 1 to 4:
1 S 1.0321
2 C -0.6276
3 H 0.0552
4 H 0.1267


[3]
Molecular formula: C18H21Br2NO4
Method: DFT, ωB97M-V with the def2-TZVPD basis set

ORCA input file:
```
! RIJCOSX wB97M-V def2-TZVPD def2/J DEFGRID3
* xyz 0 1
C 4.053 1.318 1.722
H 1.186 0.683 -2.749
C 2.442 -1.646 -2.739
H -0.813 0.444 -1.297
C -1.538 -1.533 0.878
H 0.987 -2.404 1.609
C 1.649 0.938 1.656
C -0.621 -0.961 1.780
H -2.254 1.898 -2.712
H 1.056 -1.198 -1.121
H 3.387 -2.028 1.839
C -5.063 1.242 2.476
C -0.807 0.314 -2.386
O 4.995 2.096 1.737
O 2.403 -1.937 -4.118
O -4.646 0.227 1.598
H -1.185 -2.271 0.179
H -4.466 2.138 2.306
H 0.371 -2.125 -2.455
C -2.419 0.391 2.666
H -0.569 2.391 -2.933
N 0.523 -0.095 -2.827
H 0.650 1.322 1.539
H -0.440 0.417 3.421
C -2.834 -1.114 0.836
H -1.671 2.174 -4.957
O -1.400 1.353 -4.488
C 4.240 -0.116 1.788
C -1.280 1.572 -3.100
C 0.771 -1.356 1.745
H 3.124 -0.802 -2.575
C 3.201 -0.968 1.799
H -3.519 -1.517 0.115
C 1.055 -1.306 -2.213
Br 2.487 3.629 1.454
H -1.494 -0.506 -2.616
H -4.969 0.898 3.506
H 3.304 -2.109 -4.472
C -3.319 -0.137 1.723
C 2.688 1.786 1.630
H -2.768 1.098 3.395
C -1.110 0.006 2.684
C 1.845 -0.483 1.767
H 2.860 -2.514 -2.209
Br 6.017 -0.672 1.851
H -6.110 1.467 2.270
*
```

Results
- DFT total energy (eV) = -168769.426
- HOMO level (eV) = -8.3710
- SMILES = COc1ccc(C=C2C=C(Br)C(=O)C(Br)=C2)cc1.OCCNCCO
- Kohn-Sham gap (eV) = 7.0

Löwdin population analysis, charges in e, atoms 1 to 4:
1 C -0.5338
2 H 0.1216
3 C -0.2725
4 H 0.1034


[4]
Molecular formula: C3H5N3
Method: DFT, ωB97M-V with the def2-TZVPD basis set

ORCA input file:
```
! RIJCOSX wB97M-V def2-TZVPD def2/J DEFGRID3
* xyz 0 1
H 0.301 1.671 -1.396
C 0.492 -0.854 -0.362
C 0.036 1.634 -0.337
H -0.902 2.166 -0.174
H 1.240 -0.833 -1.141
N -1.024 -0.044 1.034
N -0.156 0.255 0.062
C -0.037 -1.859 0.407
N -0.960 -1.321 1.245
H 0.826 2.099 0.259
H 0.184 -2.916 0.404
*
```

Results
- DFT total energy (eV) = -7661.259
- HOMO level (eV) = -9.7701
- SMILES = Cn1ccnn1
- ΔE to the lowest compared entry with this formula, charge and spin (eV) = 1.196
- Kohn-Sham gap (eV) = 10.6

Löwdin population analysis, charges in e, atoms 1 to 4:
1 H 0.0881
2 C -0.0779
3 C -0.0214
4 H 0.0879


[5]
Molecular formula: C15H16F6N4O3PtS
Method: DFT, ωB97M-V with the def2-TZVPD basis set

ORCA input file:
```
! RIJCOSX wB97M-V def2-TZVPD def2/J DEFGRID3
* xyz 0 5
C -1.959 -2.858 2.252
O -0.655 -1.319 1.092
C -1.473 2.327 1.773
F -2.996 -2.007 2.357
N 2.667 0.921 1.335
H -0.671 2.224 -1.196
F -1.208 -2.693 3.347
C -0.708 1.390 2.592
H -3.217 0.051 4.412
F 0.837 -3.553 1.791
C 3.225 0.354 0.317
H 5.064 0.743 1.054
H -3.471 3.004 1.310
H 5.051 -0.247 -0.350
O -0.916 3.117 0.992
Pt 0.248 -0.165 -0.346
S 2.445 -0.515 -0.996
C -0.615 0.991 -2.988
F -2.471 -4.099 2.303
C -3.510 1.529 2.871
H -0.837 -1.752 -4.919
H 1.407 1.607 3.232
C -2.155 -2.728 -0.231
H -2.919 -1.957 -0.144
N -0.894 -0.789 -4.632
C -0.907 1.214 -1.517
H -2.631 -3.708 -0.232
H -0.773 -0.062 4.145
N 1.290 0.895 1.340
F -0.482 -4.876 0.700
F 0.640 -3.360 -0.350
H -4.585 1.545 2.995
C -0.622 -0.475 -3.350
C 0.751 1.310 2.415
O -0.368 -1.349 -2.525
C -1.186 -2.583 0.939
C -2.733 0.687 3.683
C -1.345 0.629 3.538
C -2.910 2.326 1.940
H -1.615 -2.589 -1.164
H 0.389 1.357 -3.227
C -0.038 -3.609 0.781
H -1.082 -0.080 -5.316
H -1.310 1.534 -3.638
N 4.582 0.430 0.226
H -1.946 0.986 -1.263
*
```

Results
- DFT total energy (eV) = -58302.120
- <S²> = 6.0572
- HOMO level (alpha / beta) (eV) = -7.3683 / -8.6816
- ΔE to the lowest compared entry with this formula, charge and spin (eV) = 0.000
- Kohn-Sham gap (alpha / beta) (eV) = 7.7 / 6.7

Löwdin population analysis, charges in e, atoms 1 to 4:
1 C -0.5595
2 O -0.2754
3 C -0.3781
4 F 0.1422


[6]
Molecular formula: C6H13O3S3
Method: DFT, ωB97M-V with the def2-TZVPD basis set

ORCA input file:
```
! RIJCOSX wB97M-V def2-TZVPD def2/J DEFGRID3
* xyz -1 1
H 1.085 -1.447 -1.460
H -0.522 0.661 -1.524
H 0.895 2.415 -0.623
S -2.587 1.293 -0.441
H 0.525 -1.827 0.921
H -0.481 -1.206 -1.984
O 2.808 0.499 -1.341
H -0.749 3.135 -0.700
C -0.211 -1.463 0.111
O 2.789 1.023 1.075
S 2.509 0.035 0.037
C -0.035 2.320 -0.090
S -1.877 -2.358 0.445
C -0.217 -0.009 0.473
O 3.023 -1.322 0.288
C 0.097 -1.773 -1.336
H -3.011 0.250 -1.155
C -0.637 0.997 -0.439
H -0.072 -0.750 2.530
C -0.239 0.195 1.980
H -0.056 2.407 0.967
H 0.172 -2.826 -1.579
H -1.316 0.594 2.109
H -2.552 -1.748 -0.558
H 0.656 0.905 2.293
*
```

Results
- DFT total energy (eV) = -45080.075
- HOMO level (alpha / beta) (eV) = -4.1364 / -4.0840
- ΔE to the lowest compared entry with this formula, charge and spin (eV) = 1.552
- Kohn-Sham gap (alpha / beta) (eV) = 6.9 / 6.7

Löwdin population analysis, charges in e, atoms 1 to 4:
1 H 0.0259
2 H 0.1147
3 H 0.0608
4 S 0.6506


[7]
Molecular formula: C3H8FN
Method: DFT, ωB97M-V with the def2-TZVPD basis set

ORCA input file:
```
! RIJCOSX wB97M-V def2-TZVPD def2/J DEFGRID3
* xyz 0 1
H 2.437 -1.260 -0.315
H 1.772 -0.565 1.252
C -0.365 0.643 -0.038
F -1.946 -1.255 0.088
H -0.465 1.598 -0.790
H 0.043 -1.427 -0.757
C -1.941 0.223 -0.067
H -2.569 0.780 0.927
N 0.567 -0.408 -0.468
H 0.142 1.058 1.180
H -2.164 0.676 -1.167
H 2.593 0.435 0.066
C 1.895 -0.499 0.089
*
```

Results
- DFT total energy (eV) = -7444.182
- HOMO level (eV) = -8.2836
- ΔE to the lowest compared entry with this formula, charge and spin (eV) = 4.003
- Kohn-Sham gap (eV) = 9.3

Löwdin population analysis, charges in e, atoms 1 to 4:
1 H 0.0238
2 H 0.0898
3 C -0.2850
4 F -0.1593


[8]
Molecular formula: C23H30FN9O3
Method: DFT, ωB97M-V with the def2-TZVPD basis set

ORCA input file:
```
! RIJCOSX wB97M-V def2-TZVPD def2/J DEFGRID3
* xyz 0 1
C 8.255 -2.306 0.791
H 8.044 -1.741 2.794
C 7.881 -6.003 -0.712
H 4.232 -3.069 -1.206
H -3.786 -2.762 -4.960
C -0.949 1.894 -1.493
C -3.165 4.011 2.240
H -6.313 3.444 4.869
O -0.839 -0.624 -3.334
C -3.468 -2.796 -3.920
H -2.875 -3.694 -3.759
H 5.795 -2.678 -0.449
C -1.334 0.598 0.708
C -3.188 5.463 2.270
H -2.266 1.856 -6.538
H 8.639 -3.392 2.520
O 1.332 -0.858 -2.739
C -5.768 5.458 4.669
N -5.297 6.303 4.055
N -0.265 2.791 0.623
N 7.910 -2.289 -0.303
H -2.129 0.845 1.398
H -0.235 2.587 1.618
H -5.819 4.242 6.370
C 0.081 -0.236 -2.682
H -0.515 0.115 1.221
H 7.917 -5.065 -1.264
H -1.884 1.403 -1.726
C -1.809 1.754 -5.556
C -6.361 4.372 5.437
C 1.485 1.294 -1.868
C -5.534 -0.438 2.262
C 0.179 1.037 -1.966
N -5.961 0.414 4.685
N 8.098 -5.494 1.829
F 2.102 2.401 -1.471
N 3.674 -2.764 1.866
H -2.855 -1.924 -3.704
H -6.429 -0.934 1.894
H 9.715 -2.004 2.258
H -3.365 5.800 3.288
H -0.925 2.387 -5.506
H -1.515 0.718 -5.399
N -3.148 2.865 2.231
H -3.989 5.832 1.636
H -2.236 5.854 1.912
H -4.707 -1.144 2.260
C -4.633 -2.812 -3.046
N -3.507 2.455 -3.713
C 4.893 -3.290 -0.371
C 8.000 -5.729 0.713
H -7.401 4.604 5.657
H -5.290 0.397 1.608
C -5.766 0.047 3.617
C -2.759 2.152 -4.526
C 8.691 -2.361 2.176
C -0.835 1.841 0.015
H 8.700 -6.642 -1.034
N -5.549 -2.827 -2.358
O 3.160 -0.343 -1.493
H 5.173 -4.342 -0.402
C 2.188 -0.001 -2.090
H -0.886 2.915 -1.835
H 6.936 -6.505 -0.913
H -1.735 -0.084 -0.039
C 4.211 -2.999 0.882
*
```

Results
- DFT total energy (eV) = -46605.334
- HOMO level (eV) = -10.0265
- SMILES = [H]/N=C(\C)CC1=C(F)C(=O)OC1=O.CC#N.CC#N.CC#N.CC#N.CC#N.CC#N.CC#N.CC#N
- Kohn-Sham gap (eV) = 8.9

Löwdin population analysis, charges in e, atoms 1 to 4:
1 C -0.2624
2 H 0.0884
3 C -0.0664
4 H 0.0737


Q: The highest DFT total energy belongs to which entry?
A: C3H8FN